No. 1
50
Properties=species:S:1:pos:R:3:forces:R:3 method="wB97M-V/def2-TZVPD" energy_ev=-39997.8020 homo_energy_ev=-8.2 mol_weight_g_mol=423.43 smiles=CN1CCN(c2cc(Oc3c(F)cccc3F)nc(-n3cnc4ccncc43)n2)CC1 de_lowest_kj_mol=0.00 charge=0 orbital_gap_ev=8.63
C -4.956232 0.908379 -3.635019 1.622 -0.704 0.402
N -4.094793 -0.096394 -2.961924 -0.413 -0.907 -0.343
C -2.674536 -0.151939 -3.387532 -0.554 -1.094 0.200
C -1.997416 -1.519728 -2.966383 -1.295 0.504 0.120
N -2.234727 -1.721842 -1.512710 1.464 0.011 0.031
C -1.277887 -1.132961 -0.626788 -1.570 -0.242 -0.766
C -1.506037 -0.962128 0.718686 -2.278 -0.760 1.709
C -0.562529 -0.379292 1.533115 0.543 0.285 -1.989
O -0.778728 -0.257406 2.875700 0.531 -0.191 -0.291
C 0.329903 0.026178 3.676460 0.574 -1.220 -1.149
C 0.448472 1.275779 4.231059 0.576 0.207 0.861
F -0.568905 2.147384 4.076319 0.614 -0.204 -0.036
C 1.574029 1.599418 4.994583 -0.303 0.824 0.447
C 2.574839 0.654209 5.240561 0.228 0.542 -0.106
C 2.493414 -0.606624 4.672678 -1.102 -0.623 -0.863
C 1.375578 -0.917883 3.858188 0.167 0.850 0.883
F 1.266639 -2.135408 3.283295 0.002 0.688 0.195
N 0.516463 0.107713 0.938549 2.084 0.625 0.685
C 0.747111 -0.110489 -0.371590 -1.858 -0.734 2.473
N 1.974748 0.232137 -0.923146 0.224 0.234 -0.645
C 2.344182 -0.014578 -2.258520 0.638 0.204 0.192
N 3.604089 0.186727 -2.509376 -1.323 -0.251 0.074
C 4.092376 0.589608 -1.295298 2.381 0.416 -0.336
C 5.418393 0.869994 -1.010028 1.533 0.684 0.251
C 5.760946 1.317830 0.281558 -0.514 -0.084 -1.249
N 4.834285 1.425139 1.252708 -0.114 -0.500 -0.258
C 3.584670 1.051486 0.978968 -0.549 0.065 0.158
C 3.161689 0.681162 -0.306640 -0.629 -0.417 1.016
N -0.130312 -0.722164 -1.118382 1.006 -0.081 -2.462
C -3.668603 -1.739271 -1.210254 -0.378 0.466 0.962
C -4.262623 -0.362754 -1.510592 -0.789 -0.265 -1.419
H -4.545598 1.906099 -3.498388 -0.218 0.528 0.208
H -5.985088 0.848534 -3.301524 -0.051 -0.050 0.209
H -4.919628 0.724780 -4.708679 -0.114 -0.158 -0.031
H -2.549499 -0.098931 -4.484034 -0.436 0.334 0.421
H -2.158688 0.676771 -2.902626 0.587 0.166 -0.074
H -0.935595 -1.488225 -3.192667 -0.035 0.033 0.216
H -2.440802 -2.386071 -3.535688 0.218 0.928 0.655
H -2.455801 -1.271987 1.147325 0.269 -0.066 0.041
H 1.618524 2.619230 5.422609 0.036 -0.779 -0.286
H 3.476614 0.908660 5.839161 -0.938 -0.099 -0.470
H 3.265706 -1.350469 4.847277 -0.194 0.067 -0.164
H 1.685737 -0.314379 -3.041294 -0.748 -0.215 0.133
H 6.169089 0.791256 -1.821914 -0.513 0.049 0.715
H 6.791018 1.645045 0.504280 -0.677 -0.309 0.007
H 2.868613 1.030304 1.789605 0.028 0.209 0.110
H -4.257324 -2.489921 -1.767337 0.875 0.195 -0.271
H -3.888126 -2.009671 -0.161804 0.515 0.221 -0.282
H -5.336806 -0.378942 -1.234521 0.448 0.115 -0.398
H -3.790842 0.395635 -0.908027 0.430 0.502 0.512



No. 2
43
Properties=species:S:1:pos:R:3:forces:R:3 method="wB97M-V/def2-TZVPD" energy_ev=-30811.1719 homo_energy_ev="-6.9 / -6.9" mol_weight_g_mol=385.92 de_lowest_kj_mol=86.86 charge=0 orbital_gap_ev="5.62 / 5.51"
O 1.344537 0.697387 -1.868574 -3.663 -1.773 0.445
H 2.597481 1.021797 -1.450177 0.402 -0.187 0.835
Sr -1.190498 -0.267863 -0.414353 1.113 0.228 2.380
N -1.902188 2.255397 0.095171 -1.140 0.764 0.220
N 0.289125 1.516423 1.070061 1.488 0.190 0.807
N -0.727106 -2.843224 -0.924438 1.149 -2.138 0.907
N 0.241210 -1.848307 1.186044 0.749 -2.814 0.079
O -3.164600 2.490906 -0.050326 0.972 0.298 -0.081
O -1.136039 -3.242094 -2.096806 -0.414 0.458 -0.510
O 0.781630 -1.309153 2.324951 0.417 1.080 0.298
O 1.380358 1.068028 1.614348 -1.090 1.163 -0.648
C 0.128503 2.867209 1.043606 -0.367 -0.633 -0.481
C -1.114010 3.286468 0.494014 0.148 -0.948 -0.070
C -0.124025 -3.746522 -0.130938 -1.494 1.637 -1.769
C 0.406082 -3.175952 1.081642 -0.402 3.209 0.434
C -1.523465 4.712345 0.433056 -0.249 0.335 0.084
H -0.830816 5.288331 -0.197827 -0.116 -0.175 0.167
H -1.505569 5.167029 1.434284 -0.035 -0.079 -0.249
H -2.532831 4.798730 0.022286 0.197 -0.047 0.111
C 1.112900 3.846292 1.582823 0.286 0.083 0.141
H 1.461793 4.526257 0.791337 -0.094 -0.183 0.172
H 1.973478 3.324183 2.010076 -0.205 0.092 -0.102
H 0.650220 4.470795 2.361541 0.115 -0.176 -0.188
C 0.017150 -5.192986 -0.452912 0.088 -0.251 -0.113
C 1.101041 -4.040459 2.083043 0.129 0.092 0.339
H -0.424483 -5.409070 -1.429143 0.074 0.108 0.196
H -0.478966 -5.810641 0.309494 0.083 0.086 -0.178
H 1.075457 -5.490460 -0.467412 -0.207 0.002 -0.045
H 1.405465 -3.450793 2.951444 -0.058 -0.142 -0.202
H 1.991488 -4.512827 1.642055 -0.237 0.160 0.046
H 0.441923 -4.856287 2.413421 0.121 0.228 -0.110
H -1.561832 -1.827838 -2.550782 0.099 -0.541 0.139
H 1.024249 -0.341096 2.041356 -0.207 -1.376 0.435
C 3.050566 1.605419 -2.286338 2.230 1.768 -2.071
H 2.437889 2.452075 -2.586259 0.156 -0.039 0.214
H 3.199593 0.978570 -3.165151 0.155 0.073 0.139
H 4.024713 1.974279 -1.960649 0.180 -0.128 0.357
O -1.722186 -0.800026 -2.478677 -0.611 -0.203 -2.672
H 1.455879 -0.098525 -2.419735 0.244 0.121 0.129
H -2.037424 -0.472705 -3.335650 0.142 -0.283 0.448
O -3.542358 -0.061645 0.373737 -0.728 0.432 0.183
H -3.698186 0.932035 0.271769 0.116 -0.717 -0.051
H -4.376150 -0.481483 0.634589 0.464 0.224 -0.166



No. 3
103
Properties=species:S:1:pos:R:3:forces:R:3 method="wB97M-V/def2-TZVPD" energy_ev=-283724.5257 homo_energy_ev="-3.1 / -4.0" mol_weight_g_mol=1062.55 de_lowest_kj_mol=158.92 charge=-1 orbital_gap_ev="4.66 / 5.59" multiplicity=3
Ti -14.098487 -9.290206 7.951014 0.733 0.637 0.818
C -17.316889 -7.449057 6.973689 0.145 -0.177 -0.118
C -16.941421 -8.755264 6.376447 1.083 -1.604 0.084
N -15.841649 -9.487561 6.664453 -2.390 0.462 -1.617
C -15.858940 -10.720470 5.982642 -2.766 0.964 -0.574
C -16.962372 -10.906083 5.167215 0.149 0.293 1.046
S -18.064099 -9.551557 5.276741 1.809 -0.392 0.523
C -15.005109 -11.805232 6.392845 0.939 -0.738 -0.485
C -14.883408 -13.023957 5.757653 0.440 0.690 1.245
S -13.775976 -14.038160 6.645042 -0.597 1.869 0.348
C -13.529244 -12.710667 7.777657 -1.511 1.553 -0.977
N -14.235268 -11.582754 7.522635 0.888 -2.818 -0.848
C -12.656070 -12.844858 8.928094 0.559 0.194 0.983
H -18.294935 -7.522731 7.413486 -0.555 -0.220 0.271
H -17.401631 -6.670860 6.222117 0.338 0.155 -0.134
H -16.634517 -7.177848 7.765344 0.415 0.248 0.097
H -17.302951 -11.879865 4.821963 0.157 0.452 -0.256
H -15.386639 -13.338253 4.869753 -0.065 -0.162 -0.263
H -12.675887 -13.872252 9.284257 0.127 -0.071 0.141
H -13.004813 -12.161749 9.720800 0.282 -0.275 -0.274
H -11.627762 -12.572925 8.657686 -0.147 0.013 0.140
C -11.348433 -5.260520 9.183483 -0.586 0.564 0.213
N -12.597014 -4.946365 9.937371 0.673 -1.265 0.156
C -12.645239 -4.247956 11.141850 0.605 0.051 0.745
C -13.872229 -4.473077 11.670766 -0.440 1.082 1.151
N -14.616454 -5.224121 10.802602 -0.293 -0.595 -0.780
B -16.271967 -5.101510 10.849142 1.930 -1.126 -0.286
N -16.887048 -5.847921 12.067077 0.820 -1.354 2.696
C -18.239661 -6.043707 12.093846 -0.288 -0.769 -0.279
C -18.551387 -7.024263 12.988303 -0.885 0.468 -0.275
N -17.395663 -7.335230 13.678170 1.126 -0.286 -0.363
C -17.164468 -8.484112 14.580851 -1.047 1.801 1.139
C -16.344988 -6.574833 13.176555 -1.790 0.829 -1.816
S -14.855107 -6.437288 13.897783 0.492 -0.473 0.346
C -13.791944 -5.624512 9.763596 -0.304 1.783 1.733
S -14.124908 -6.544016 8.409208 -0.054 -0.198 -1.445
H -11.459492 -6.219937 8.681794 -0.136 0.089 0.008
H -10.447734 -5.290849 9.807465 -0.512 -0.033 0.341
H -11.177627 -4.474337 8.446420 -0.103 -0.115 -0.171
H -11.766012 -3.751083 11.604038 -0.837 -0.513 -0.688
H -14.327293 -4.182397 12.668148 0.882 -0.202 -1.726
H -16.497214 -3.964107 10.992965 -0.248 1.043 -0.186
H -16.640965 -5.626033 9.819461 -0.220 0.211 0.163
H -18.879828 -5.472731 11.422265 0.166 -0.477 0.154
H -19.526921 -7.497072 13.142727 0.674 0.228 0.217
H -16.625292 -8.119367 15.503356 -0.600 -0.341 -0.974
H -16.554152 -9.229101 14.118253 0.263 -0.532 -0.447
H -18.180047 -8.852245 14.862019 0.892 0.015 -0.196
Cl -6.966879 -9.840939 8.033132 0.977 0.186 -0.546
C -8.549859 -9.170670 8.187443 -0.780 0.109 -0.495
C -8.990654 -9.098684 9.507351 -0.780 -0.285 0.495
C -10.362799 -9.130315 9.721908 -1.097 0.052 -1.473
Cl -11.083872 -9.065981 11.311649 0.333 -0.212 -0.299
C -11.268155 -9.286981 8.601494 1.008 -0.012 1.044
O -12.438979 -9.847904 8.782210 0.490 0.693 -0.211
C -10.812074 -8.935383 7.273281 -0.115 0.115 0.080
C -11.798061 -8.643063 6.270014 0.252 -0.110 0.406
O -13.115175 -8.501438 6.483184 1.095 -1.010 -0.205
C -9.374462 -8.974089 7.076017 -0.620 -0.226 0.840
H -8.318282 -9.219687 10.356525 -0.071 0.164 -0.353
H -11.499386 -8.489374 5.234111 0.189 0.064 0.095
H -8.965107 -8.949418 6.072664 0.027 -0.066 0.082
C -15.841145 -16.316685 10.907107 -0.311 1.056 -0.482
C -15.636840 -16.059404 12.392880 0.368 0.657 1.137
C -14.265498 -16.405752 13.076850 0.096 -0.007 -0.042
C -13.062843 -15.520864 12.648127 0.162 -0.978 -0.016
N -12.621322 -14.609859 13.687039 0.756 1.008 -0.006
C -13.003252 -13.263459 13.744965 0.614 -1.224 1.512
Se -14.232909 -12.519488 12.672899 -0.106 0.642 -0.148
N -12.342716 -12.729736 14.859788 -0.624 -0.898 -1.623
C -12.578512 -11.416666 15.418091 -0.289 0.063 -0.145
C -13.908999 -11.291320 16.131465 -0.327 0.123 -0.813
C -14.139262 -12.290284 17.255553 -0.120 0.048 0.044
C -14.419956 -13.781193 16.909333 -0.202 -0.230 -0.707
C -11.489073 -13.664721 15.387569 0.251 -0.545 -0.020
C -10.619366 -13.568278 16.453272 -0.116 -0.215 -0.074
C -9.888327 -14.735735 16.742207 0.660 2.244 1.711
C -10.112337 -15.909795 16.121336 -0.583 -1.910 -1.345
C -11.033218 -16.036398 15.047879 1.261 0.100 0.586
C -11.628414 -14.880080 14.645399 -1.583 1.395 0.015
H -16.901663 -16.419124 10.618733 0.274 -0.020 0.458
H -15.341427 -17.185269 10.526542 0.426 -0.600 -0.076
H -15.510545 -15.445173 10.316220 0.181 -0.324 0.170
H -16.381292 -16.586049 12.981025 -0.245 -0.296 -0.011
H -15.829294 -14.977300 12.619549 0.206 -0.858 -0.311
H -13.951833 -17.464536 12.973596 -0.517 0.357 -0.219
H -14.391962 -16.260442 14.164093 -0.071 -0.035 -0.359
H -13.365356 -14.934794 11.800116 -0.006 0.474 -0.375
H -12.202155 -16.149785 12.313536 -0.491 0.500 0.453
H -12.584896 -10.715132 14.583218 0.418 0.223 0.162
H -11.790109 -11.235640 16.158967 0.056 0.200 -0.540
H -14.726006 -11.307354 15.382649 0.351 -0.131 0.378
H -13.886736 -10.265906 16.527787 -0.229 -0.234 0.126
H -15.029234 -11.890714 17.735912 0.052 -0.120 0.567
H -13.261281 -12.171121 17.922772 -0.599 -0.366 0.084
H -14.760514 -13.941865 15.852715 0.329 0.400 0.722
H -15.220789 -14.232415 17.520746 0.315 0.442 -0.002
H -13.543509 -14.420793 17.054489 0.001 0.158 -0.075
H -10.540860 -12.667913 17.083433 0.123 -0.557 -0.551
H -9.126305 -14.582832 17.526559 -0.462 -0.669 -0.364
H -9.620420 -16.831855 16.407693 0.273 0.229 0.154
H -11.113039 -16.985738 14.541911 -0.319 -0.015 -0.076
Br -15.255185 -9.222570 10.026048 -1.090 -0.504 1.065